No. 1
Here is a cluster of 3 separate species, C5H17N2O3 in total from the Open Molecules 2025 dataset. Energies are from ωB97M-V/def2-TZVPD.

Structure (ORCA input):
```
! RIJCOSX wB97M-V def2-TZVPD def2/J DEFGRID3
* xyz 0 2
O -1.06 1.13 -3.07
C -0.07 1.26 -2.33
C 0.22 0.34 -1.22
C 1.01 1.14 -0.08
C 1.23 0.66 1.23
C -0.53 1.82 2.66
N -0.09 0.60 1.95
N -0.87 -0.29 -0.44
H 0.96 1.91 -2.37
H 0.94 -0.41 -1.74
H 0.47 2.17 -0.09
H 2.07 1.51 -0.51
H 1.94 1.30 1.73
H 1.70 -0.37 1.26
H 0.38 2.55 2.52
H -0.67 1.75 3.76
H -1.38 2.30 2.18
H -0.24 -0.12 2.55
H -0.46 -0.81 0.32
H -1.51 0.50 -0.07
H -1.48 -0.98 -0.99
H -1.56 -2.64 -1.87
H -3.06 -3.07 -1.25
O -2.36 -2.38 -1.44
H 1.74 -3.53 -1.52
H 1.58 -3.21 -0.11
O 1.13 -3.12 -1.05
*
```

## Properties
Gap between HOMO and LUMO (alpha / beta) = 3.471 / 7.467 eV
HOMO level (alpha / beta) = -3.328 / -7.520 eV
ΔE to the lowest compared entry with this formula, charge and spin = 61.59 kcal/mol
Max |F| = 7.3 eV Å⁻¹
Expectation value of S² = 0.753


No. 2
Here is a cluster of 3 separate species, C5H17N2O3 in total from the Open Molecules 2025 dataset. Energies are from ωB97M-V/def2-TZVPD.

Structure (ORCA input):
```
! RIJCOSX wB97M-V def2-TZVPD def2/J DEFGRID3
* xyz 1 1
C -0.91 0.71 3.00
O -1.92 0.99 4.02
C -1.42 1.17 1.63
C -2.11 0.10 0.78
C -1.17 -0.52 -0.26
C -0.51 0.24 -1.13
N 0.44 -0.29 -2.12
N -1.10 -1.89 -0.24
H -0.93 -0.38 3.10
H 0.01 1.19 3.33
H -2.01 1.93 4.17
H -2.13 1.98 1.83
H -0.59 1.67 1.12
H -2.86 0.57 0.19
H -2.50 -0.70 1.40
H -0.67 1.30 -1.23
H 1.12 0.44 -2.45
H 1.02 -1.04 -1.73
H -0.06 -0.61 -2.96
H -1.69 -2.35 0.44
H -1.00 -2.39 -1.10
H 3.29 0.69 -2.09
H 2.68 1.98 -2.87
O 2.71 1.02 -2.79
H 4.46 -1.68 -0.66
H 3.77 -2.49 -1.83
O 4.08 -1.63 -1.54
*
```

## Properties
Gap between HOMO and LUMO = 9.486 eV
HOMO level = -12.622 eV
ΔE to the lowest compared entry with this formula, charge and spin = 38.15 kcal/mol
Max |F| = 2.4 eV Å⁻¹


No. 3
Here is a cluster of 2 separate species, C5H17N2OS in total from the Open Molecules 2025 dataset. Energies are from ωB97M-V/def2-TZVPD.

Structure (ORCA input):
```
! RIJCOSX wB97M-V def2-TZVPD def2/J DEFGRID3
* xyz 1 1
C 1.40 0.33 0.77
N 0.91 0.76 -0.55
C 0.15 2.03 -0.57
C -0.99 2.02 -1.59
S -2.44 1.11 -0.99
C 0.41 -0.61 1.49
N -0.53 -1.23 0.50
C 1.15 -1.70 2.30
H 1.55 1.21 1.38
H 2.36 -0.16 0.66
H 1.65 0.79 -1.22
H 0.83 2.86 -0.82
H -0.18 2.22 0.45
H -0.62 1.77 -2.58
H -1.37 3.04 -1.62
H -3.30 2.04 -0.55
H -0.23 -0.06 2.18
H -0.43 -0.74 -0.40
H -0.29 -2.20 0.41
H -1.46 -1.22 0.84
H 2.19 -1.49 2.49
H 0.65 -1.90 3.24
H 1.14 -2.61 1.69
H -1.56 -1.94 -2.75
H -0.12 -1.85 -2.45
O -0.86 -2.46 -2.30
*
```

## Properties
Gap between HOMO and LUMO = 10.086 eV
HOMO level = -12.817 eV
ΔE to the lowest compared entry with this formula, charge and spin = 15.82 kcal/mol
Max |F| = 2.1 eV Å⁻¹


No. 4
Here is a cluster of 3 separate species, C5H17N4O2 in total from the Open Molecules 2025 dataset. Energies are from ωB97M-V/def2-TZVPD.

Structure (ORCA input):
```
! RIJCOSX wB97M-V def2-TZVPD def2/J DEFGRID3
* xyz 1 3
C -0.80 -1.93 1.67
C -1.85 -0.84 1.28
C 1.43 -0.27 -0.77
C -1.86 -0.14 -0.06
C -2.16 1.11 -0.45
N 2.75 -0.29 -0.51
N -1.69 -1.13 -1.09
N 4.42 1.53 0.62
N -2.19 1.48 -1.81
O 0.89 -1.26 -1.29
O -2.26 2.09 0.56
H 0.26 -1.41 1.84
H -0.55 -2.58 0.87
H -1.06 -2.36 2.66
H -2.73 -1.38 1.40
H -2.04 -0.01 1.96
H 0.94 0.52 -0.26
H 3.37 0.53 -0.09
H 3.32 -0.97 -0.97
H -2.01 -0.69 -1.93
H -0.60 -1.43 -1.37
H 4.77 2.11 -0.14
H 5.17 0.87 0.88
H -1.63 2.31 -1.81
H -3.10 1.55 -2.18
H -1.94 -2.08 -0.86
H 4.25 2.24 1.32
H -3.13 2.44 0.55
*
```

## Properties
Gap between HOMO and LUMO (alpha / beta) = 6.211 / 8.065 eV
HOMO level (alpha / beta) = -8.579 / -13.547 eV
Max |F| = 12.0 eV Å⁻¹
Expectation value of S² = 2.006


No. 5
Here is a cluster of 3 separate species, C5H17NO2 in total from the Open Molecules 2025 dataset. Energies are from ωB97M-V/def2-TZVPD.

Structure (ORCA input):
```
! RIJCOSX wB97M-V def2-TZVPD def2/J DEFGRID3
* xyz 0 1
C -1.52 0.79 -2.22
C -0.70 0.96 -0.95
N -0.02 -0.26 -0.54
C -1.20 -1.38 1.42
C 0.06 -0.59 0.86
C 1.31 -1.49 1.10
H -0.96 0.31 -3.03
H -2.45 0.24 -2.08
H -1.76 1.78 -2.62
H -1.26 1.42 -0.14
H 0.06 1.71 -1.21
H -0.23 -1.08 -1.08
H -0.87 -2.39 1.59
H -1.96 -1.50 0.63
H -1.63 -0.91 2.30
H 0.12 0.22 1.58
H 1.93 -0.99 1.85
H 1.96 -1.52 0.23
H 1.11 -2.51 1.43
H 1.32 0.26 -2.95
H 2.05 0.43 -1.69
O 2.18 0.07 -2.58
H 0.70 1.75 2.00
H 0.69 2.73 3.24
O 1.07 1.94 2.86
*
```

## Properties
SMILES string = CCNC(C)C.O.O
Gap between HOMO and LUMO = 9.290 eV
HOMO level = -8.609 eV
ΔE to the lowest compared entry with this formula, charge and spin = 31.45 kcal/mol
Max |F| = 2.7 eV Å⁻¹


No. 6
Here is a cluster of 3 separate species, C5H17NO2 in total from the Open Molecules 2025 dataset. Energies are from ωB97M-V/def2-TZVPD.

Structure (ORCA input):
```
! RIJCOSX wB97M-V def2-TZVPD def2/J DEFGRID3
* xyz 0 1
C -2.35 -1.37 0.18
N -1.19 -0.80 0.86
C -1.25 0.66 0.68
C 0.47 -1.00 -1.09
C 0.05 -1.36 0.38
C 1.23 -1.10 1.34
H -3.27 -0.94 0.60
H -2.28 -1.13 -0.90
H -2.40 -2.46 0.25
H -2.09 1.07 1.26
H -1.47 0.85 -0.39
H -0.33 1.14 1.00
H 0.98 -0.03 -1.26
H -0.21 -1.13 -1.92
H 1.33 -1.70 -1.20
H -0.05 -2.45 0.42
H 1.38 0.00 1.30
H 0.96 -1.36 2.36
H 2.17 -1.49 0.96
H -0.24 2.27 -2.11
H 0.97 3.05 -1.37
O 0.66 2.26 -1.78
H 3.02 2.72 0.23
H 1.79 1.81 -0.21
O 2.11 2.48 0.41
*
```

## Properties
SMILES string = CC(C)N(C)C.O.O
Gap between HOMO and LUMO = 8.989 eV
HOMO level = -8.329 eV
ΔE to the lowest compared entry with this formula, charge and spin = 28.43 kcal/mol
Max |F| = 2.1 eV Å⁻¹


No. 7
Here is a cluster of 3 separate species, C5H17NO2S in total from the Open Molecules 2025 dataset. Energies are from ωB97M-V/def2-TZVPD.

Structure (ORCA input):
```
! RIJCOSX wB97M-V def2-TZVPD def2/J DEFGRID3
* xyz 0 1
C -0.13 0.00 -0.85
C 1.11 -0.89 -0.50
C 0.87 -2.23 0.20
S 0.40 -3.46 -1.04
C -1.00 0.40 0.35
N -0.20 1.20 1.29
C -1.13 1.95 2.14
H 0.17 0.82 -1.46
H -0.79 -0.45 -1.63
H 1.71 -1.06 -1.37
H 1.81 -0.31 0.16
H -0.02 -2.02 0.84
H 1.75 -2.37 0.81
H -0.57 -3.99 -0.34
H -1.48 -0.67 0.79
H -1.96 0.86 -0.05
H 0.42 0.52 1.76
H -2.19 1.82 2.14
H -0.96 1.72 3.24
H -1.05 3.05 1.88
H -0.86 0.35 -3.37
H -1.97 -0.63 -3.18
O -1.84 0.25 -3.40
H 2.93 2.36 0.22
H 2.06 1.29 0.87
O 2.91 1.49 0.50
*
```

## Properties
SMILES string = CNCCCCS.O.O
Gap between HOMO and LUMO = 9.929 eV
HOMO level = -9.226 eV
ΔE to the lowest compared entry with this formula, charge and spin = 37.27 kcal/mol
Max |F| = 3.3 eV Å⁻¹


No. 8
Here is a cluster of 3 separate species, C5H17NO2S in total from the Open Molecules 2025 dataset. Energies are from ωB97M-V/def2-TZVPD.

Structure (ORCA input):
```
! RIJCOSX wB97M-V def2-TZVPD def2/J DEFGRID3
* xyz 0 1
C 0.99 -0.60 1.32
N 0.27 0.08 0.30
C 0.84 1.16 -0.45
C -0.27 2.10 -0.98
S -1.73 1.33 -1.67
C 1.80 0.74 -1.53
C 1.89 -1.79 0.93
H 1.52 0.14 1.94
H 0.26 -0.96 2.06
H -0.57 -0.29 -0.09
H 1.35 1.78 0.28
H -0.51 2.87 -0.25
H 0.17 2.56 -1.87
H -2.37 0.92 -0.57
H 2.59 0.10 -1.16
H 1.28 0.33 -2.41
H 2.28 1.61 -2.00
H 2.92 -1.45 0.78
H 1.85 -2.55 1.70
H 1.43 -2.27 0.06
H -2.20 -2.65 -1.70
H -2.85 -2.38 -0.32
O -2.06 -2.73 -0.75
H -2.66 1.07 2.69
H -3.58 0.44 1.72
O -2.64 0.44 1.95
*
```

## Properties
SMILES string = CCN[C@@H](C)CS.O.O
Gap between HOMO and LUMO = 8.068 eV
HOMO level = -7.770 eV
ΔE to the lowest compared entry with this formula, charge and spin = 5.47 kcal/mol
Max |F| = 1.5 eV Å⁻¹


No. 9
Here is a cluster of 4 separate species, C5H17NO3 in total from the Open Molecules 2025 dataset. Energies are from ωB97M-V/def2-TZVPD.

Structure (ORCA input):
```
! RIJCOSX wB97M-V def2-TZVPD def2/J DEFGRID3
* xyz 0 1
C -1.79 -0.36 0.14
C -1.12 -0.22 1.51
C 0.39 -0.20 1.44
C 1.14 -1.29 1.37
C 2.64 -1.28 1.29
N -1.95 0.93 -0.56
H -2.74 -0.89 0.24
H -1.18 -0.99 -0.50
H -1.45 -1.06 2.13
H -1.49 0.68 2.02
H 0.85 0.79 1.46
H 0.67 -2.27 1.38
H 3.04 -0.27 1.25
H 3.02 -1.77 0.38
H 3.07 -1.79 2.15
H -1.91 0.75 -1.56
H -2.83 1.37 -0.33
H -0.02 3.30 0.31
H -0.47 2.04 -0.42
O 0.30 2.64 -0.32
H -0.15 -0.27 -2.58
H -0.84 -0.56 -3.94
O -1.02 -0.43 -3.01
H 1.25 -0.23 -0.77
H 1.27 1.16 -1.42
O 1.32 0.21 -1.63
*
```

## Properties
SMILES string = C/C=C/CCN.O.O.O
Gap between HOMO and LUMO = 10.260 eV
HOMO level = -9.341 eV
ΔE to the lowest compared entry with this formula, charge and spin = 2.01 kcal/mol
Max |F| = 0.6 eV Å⁻¹